{"formula": "C47H46F9N5O7S3Sn", "method": "wB97M-V/def2-TZVPD", "homo_lumo_gap_ha": 0.2057, "mol_weight_g_mol": 1178.81, "total_charge": -2, "homo_energy_ev": -1.75, "energy_ha": -4926.827585, "de_lowest_kcal_mol": 0.0, "species": ["Sn", "C", "O", "C", "C", "C", "C", "C", "C", "N", "N", "C", "O", "C", "C", "C", "C", "C", "C", "C", "O", "H", "H", "H", "H", "H", "H", "H", "H", "H", "H", "H", "H", "C", "C", "S", "C", "C", "S", "C", "C", "S", "H", "H", "H", "H", "H", "H", "H", "H", "H", "H", "H", "H", "C", "O", "C", "C", "C", "C", "C", "C", "N", "C", "N", "C", "C", "C", "C", "C", "C", "O", "C", "N", "C", "C", "C", "C", "C", "C", "O", "C", "H", "H", "H", "H", "H", "H", "H", "H", "H", "H", "H", "H", "H", "H", "H", "H", "H", "H", "H", "H", "H", "H", "F", "C", "F", "F", "C", "O", "C", "F", "F", "F", "C", "F", "F", "F"], "coordinates": [[0.070735, 0.775928, -0.370630], [0.953210, 3.320826, -4.135438], [0.065105, 2.573526, -4.969198], [-1.181885, 2.289684, -4.464239], [-2.244485, 2.353121, -5.334475], [-3.549896, 2.088179, -4.903681], [-3.760076, 1.817235, -3.570296], [-2.696649, 1.737470, -2.660440], [-3.029926, 1.620825, -1.254301], [-2.211232, 1.533597, -0.273293], [-2.811093, 1.617952, 0.977433], [-1.917336, 1.557309, 1.936275], [-0.665252, 1.409260, 1.829917], [-2.472850, 1.690754, 3.325569], [-1.615411, 2.062314, 4.356538], [-2.077043, 2.144397, 5.662778], [-3.401389, 1.843738, 5.952158], [-4.262897, 1.475255, 4.924845], [-3.803929, 1.405768, 3.617644], [-1.354514, 1.883545, -3.104055], [-0.325232, 1.720372, -2.356753], [1.638987, 3.828496, -4.818368], [1.498111, 2.671643, -3.454019], [0.406592, 4.066345, -3.552313], [-2.038108, 2.621245, -6.364930], [-4.375971, 2.126994, -5.602295], [-4.767136, 1.663631, -3.195929], [-4.090199, 1.693926, -1.001177], [-0.581815, 2.264096, 4.106489], [-1.397772, 2.425326, 6.459026], [-3.760067, 1.889044, 6.973897], [-5.296157, 1.233672, 5.146558], [-4.455513, 1.117522, 2.803653], [0.822424, -0.605657, 4.404285], [2.049747, -1.273852, 3.759331], [2.097800, -1.119832, 1.955924], [1.234950, -2.613027, 1.367571], [0.072588, -3.121462, 2.200537], [-1.391671, -2.049269, 2.140433], [-2.136016, -2.494055, 3.735081], [-1.785690, -1.604211, 4.919784], [-0.084609, -1.701926, 5.546618], [0.128630, -0.272237, 3.632490], [1.132745, 0.274625, 4.968338], [2.118946, -2.326489, 4.037847], [2.965328, -0.796859, 4.112415], [1.966184, -3.420259, 1.274787], [0.873457, -2.378065, 0.361820], [0.354255, -3.248931, 3.246579], [-0.204215, -4.098623, 1.798965], [-1.899895, -3.538095, 3.954651], [-3.216989, -2.437264, 3.579211], [-2.407734, -1.876897, 5.777459], [-1.997875, -0.562163, 4.690616], [6.669700, -3.000253, -1.220796], [6.325316, -1.640580, -1.055412], [6.280660, -0.870867, -2.186347], [6.898563, -1.195414, -3.380779], [6.785125, -0.341827, -4.475699], [6.059059, 0.830093, -4.363746], [5.439524, 1.154558, -3.163849], [5.530468, 0.306947, -2.070091], [4.896192, 0.600565, -0.854391], [3.557763, 1.138121, -0.950388], [3.451881, 2.272670, -0.214715], [2.370725, 3.187884, -0.114382], [1.027511, 2.832862, -0.101153], [0.113932, 3.889441, 0.052953], [0.502343, 5.205102, 0.199101], [1.856317, 5.540188, 0.198934], [2.780195, 4.527938, 0.040269], [4.150306, 4.741975, 0.027983], [4.594547, 6.059347, 0.219408], [2.618635, 0.642118, -1.649648], [2.805265, -0.605143, -2.276142], [3.023767, -1.763279, -1.548261], [3.171420, -2.995744, -2.172533], [3.100988, -3.071938, -3.548781], [2.858126, -1.926361, -4.300084], [2.698373, -0.698379, -3.673670], [2.464431, 0.465567, -4.334171], [2.154556, 0.370115, -5.707487], [6.468794, -3.483628, -0.267392], [7.730638, -3.115849, -1.465410], [6.056460, -3.460356, -1.999449], [7.448302, -2.121596, -3.475103], [7.255374, -0.611073, -5.413026], [5.949353, 1.490231, -5.214732], [4.829957, 2.046376, -3.085031], [4.940987, -0.180558, -0.211263], [4.345159, 2.636685, 0.070239], [-0.946390, 3.663592, 0.065553], [-0.240692, 5.985475, 0.322628], [2.164592, 6.569557, 0.316919], [5.682454, 6.024456, 0.197737], [4.264640, 6.460591, 1.183421], [4.240584, 6.722938, -0.576466], [3.059605, -1.692462, -0.468872], [3.293796, -3.890735, -1.574764], [3.180340, -4.027936, -4.050813], [2.770913, -2.005833, -5.373727], [1.289946, -0.282047, -5.866896], [3.008362, -0.008509, -6.282116], [1.894120, 1.373506, -6.029574], [-1.407764, -4.707709, -4.058111], [-0.598988, -4.039992, -3.191052], [-0.366359, -2.844985, -3.726975], [0.574079, -4.711726, -3.197548], [-1.169784, -3.911193, -1.721203], [-0.599214, -2.956453, -1.049978], [-2.725608, -3.684061, -1.850907], [-3.253574, -3.280980, -0.695455], [-3.430730, -4.788597, -2.229152], [-2.993441, -2.734150, -2.763336], [-0.963059, -5.317349, -1.030141], [-1.211617, -6.398088, -1.813187], [0.296926, -5.454783, -0.588700], [-1.757219, -5.449853, 0.053392]], "atomic_forces_ev_per_a": [[0.03, 0.19, 0.03], [0.00, 0.00, 0.00], [0.00, -0.04, 0.00], [-0.01, 0.03, -0.02], [0.02, 0.01, 0.00], [-0.02, 0.00, 0.00], [0.00, 0.01, -0.02], [0.01, 0.00, 0.00], [-0.01, 0.02, 0.00], [0.03, -0.01, 0.01], [-0.03, -0.03, 0.00], [0.01, -0.04, 0.02], [0.02, 0.04, -0.01], [0.01, -0.01, 0.02], [0.00, -0.01, 0.00], [0.00, 0.00, 0.00], [-0.01, 0.00, 0.00], [0.00, 0.00, 0.00], [0.00, -0.01, -0.01], [0.01, 0.05, 0.03], [-0.05, -0.10, -0.03], [0.00, 0.01, 0.00], [0.00, 0.02, -0.01], [0.00, 0.00, 0.00], [0.00, 0.00, 0.00], [0.00, 0.00, 0.00], [0.00, 0.00, 0.00], [0.01, -0.01, 0.00], [0.01, 0.00, 0.00], [0.00, 0.00, 0.00], [0.00, 0.00, 0.00], [0.00, 0.00, 0.00], [0.00, 0.00, 0.00], [0.01, -0.01, -0.01], [0.01, -0.01, 0.02], [-0.03, 0.02, -0.03], [0.00, 0.02, 0.01], [0.01, -0.05, -0.02], [-0.02, 0.03, 0.03], [0.00, -0.01, 0.00], [0.01, -0.02, 0.01], [-0.01, 0.01, 0.00], [-0.01, -0.01, 0.00], [-0.01, 0.00, 0.00], [0.00, -0.01, -0.01], [0.00, 0.00, 0.00], [0.00, 0.00, 0.02], [0.02, -0.02, -0.01], [0.00, -0.01, -0.01], [-0.02, 0.02, -0.02], [-0.01, 0.00, -0.01], [0.00, 0.02, 0.00], [0.01, -0.02, 0.00], [-0.01, 0.06, -0.01], [-0.01, 0.01, 0.01], [0.01, 0.01, -0.02], [0.00, -0.03, 0.00], [0.00, -0.01, 0.01], [0.00, 0.01, -0.01], [0.00, -0.01, 0.01], [-0.01, -0.01, -0.01], [-0.01, 0.03, 0.02], [-0.01, -0.01, 0.00], [0.04, 0.02, -0.05], [0.03, -0.01, 0.05], [-0.01, 0.02, 0.04], [-0.02, -0.01, -0.03], [0.00, 0.00, -0.04], [0.01, 0.00, 0.00], [0.00, 0.01, 0.00], [0.00, -0.01, -0.02], [-0.02, -0.02, 0.01], [0.00, 0.00, -0.01], [-0.02, -0.01, 0.00], [-0.01, 0.04, -0.05], [0.02, -0.03, 0.01], [0.01, 0.00, 0.01], [0.00, 0.01, -0.02], [0.01, 0.01, 0.00], [-0.02, -0.01, 0.02], [0.05, 0.00, -0.02], [-0.02, -0.03, 0.03], [0.00, 0.00, 0.00], [0.00, 0.00, 0.00], [0.00, 0.00, 0.00], [0.00, 0.00, 0.00], [0.00, 0.00, 0.00], [0.00, 0.00, 0.00], [0.00, 0.00, 0.00], [0.00, 0.00, 0.00], [-0.01, -0.01, 0.01], [0.00, 0.00, 0.00], [0.00, 0.00, 0.00], [0.00, 0.00, 0.00], [0.00, 0.00, 0.00], [0.00, 0.00, 0.00], [0.00, 0.00, 0.00], [0.00, 0.01, 0.00], [-0.01, 0.00, 0.00], [0.00, 0.00, 0.01], [0.00, 0.00, -0.01], [0.03, 0.01, 0.00], [0.00, 0.02, 0.00], [0.01, -0.01, -0.01], [0.01, 0.00, 0.00], [-0.03, 0.00, -0.01], [-0.02, -0.01, 0.02], [0.01, -0.02, 0.01], [-0.01, 0.02, 0.02], [0.07, -0.12, 0.00], [-0.01, -0.01, -0.02], [0.00, 0.01, 0.01], [-0.01, 0.00, 0.00], [-0.01, 0.01, 0.00], [-0.02, 0.00, 0.01], [-0.01, -0.01, 0.00], [0.02, 0.00, 0.00], [0.00, 0.01, 0.00]], "lowdin_charge": [1.2811, -0.0787, -0.1192, -0.2163, -0.0369, -0.1322, -0.0852, -0.1381, -0.0855, -0.0944, 0.0577, -0.5339, -0.2108, -0.1486, -0.0430, -0.0967, -0.1188, -0.1035, -0.0404, -0.2926, -0.2296, 0.0820, 0.0652, 0.0975, 0.1042, 0.0791, 0.0968, 0.1165, 0.1140, 0.0951, 0.0876, 0.0905, 0.1041, -0.5354, -0.5499, 0.8136, -0.5429, -0.5088, 0.8991, -0.5325, -0.5490, 0.8264, 0.0221, 0.0600, 0.0540, 0.0552, 0.0760, 0.0172, 0.0368, 0.0663, 0.0710, 0.0655, 0.0632, 0.0393, -0.0861, -0.0951, -0.2263, -0.0300, -0.1077, -0.0991, -0.0172, -0.1933, 0.1345, -0.3772, 0.1446, -0.1841, -0.1845, -0.1333, -0.1036, -0.0597, -0.2217, -0.1136, -0.1131, 0.1358, -0.2031, -0.0273, -0.0935, -0.1055, -0.0225, -0.2147, -0.0820, -0.0802, 0.0927, 0.0841, 0.0880, 0.0982, 0.0901, 0.0973, 0.1234, 0.1215, 0.1279, 0.0819, 0.0909, 0.0861, 0.0851, 0.0898, 0.0896, 0.0652, 0.1063, 0.0970, 0.0972, 0.1053, 0.0859, 0.0775, 0.1151, -0.5254, 0.1613, 0.1254, -0.4157, -0.1131, -0.5358, 0.1421, 0.1088, 0.1472, -0.5256, 0.1171, 0.1327, 0.1304]}